A structure of composition C23H42N3OP2Ti at a distorted geometry, computed with ωB97M-V with the def2-TZVPD basis set.

Geometry as XYZ:
```
72
C23H42N3OP2Ti (ωB97M-V with the def2-TZVPD basis set)
Ti 0.1281 -0.0417 -0.1613
P 0.1117 -2.0263 -1.6016
P 0.2913 2.4342 0.2230
N 1.3432 0.6652 -1.9438
C 1.6777 -1.7265 -2.5198
H 2.3838 -2.5379 -2.2999
H 1.4498 -1.7804 -3.5933
C 2.3418 -0.3864 -2.2091
H 3.0105 -0.4381 -1.3367
H 2.9630 -0.0536 -3.0559
C 1.9477 2.0522 -1.9804
H 1.3870 2.6596 -2.7133
H 2.9726 1.9512 -2.3701
C 1.9446 2.6599 -0.5886
H 2.2408 3.7161 -0.6368
H 2.6918 2.1443 0.0327
C 0.4526 3.1889 1.9216
C 0.8304 2.0294 2.8360
H 1.8301 1.6230 2.6727
H 0.1323 1.2026 2.6656
H 0.7626 2.2921 3.8985
C -0.7820 3.6301 -0.6751
C -2.2580 3.4393 -0.2849
H -2.8809 3.5319 -1.1866
H -2.6021 4.1888 0.4398
H -2.4652 2.4432 0.1252
C -1.1855 -2.4130 -2.8732
C -2.4851 -2.9555 -2.2677
H -3.2994 -2.8131 -2.9935
H -2.7760 -2.4078 -1.3627
H -2.4502 -4.0291 -2.0402
C 0.3973 -3.5682 -0.6337
C -0.7641 -3.8170 0.3331
H -0.4110 -4.4689 1.1439
H -1.5978 -4.3166 -0.1758
H -1.1574 -2.9132 0.8135
C -1.7614 0.0643 0.1131
C -0.2638 5.0689 -0.5176
H 0.5740 5.1684 0.1856
H 0.0969 5.4410 -1.4857
H -1.0569 5.7489 -0.1809
C -0.6958 -3.2251 -4.0833
H -1.4431 -3.9696 -4.3944
H -0.5498 -2.5440 -4.9323
H 0.2521 -3.7529 -3.9291
C 0.6833 -4.8179 -1.4681
H 0.9010 -5.6506 -0.7854
H -0.1794 -5.1191 -2.0736
H 1.5506 -4.7173 -2.1288
C -0.7830 3.8838 2.5090
H -1.7015 3.2874 2.4450
H -0.5890 4.0768 3.5725
H -0.9898 4.8633 2.0789
H 1.2820 3.9235 1.8289
H 1.3028 -3.3366 -0.0474
H -0.6839 3.3331 -1.7325
H -1.4178 -1.4029 -3.2472
O -2.9482 0.0738 0.3215
H 0.6567 0.6461 -2.7142
H -0.8647 0.5160 -1.4478
N 0.0846 0.3887 7.0250
C 0.1926 -0.1967 6.0278
C 0.2255 -0.8227 4.7349
C 1.4255 -0.9797 4.0283
C 1.3678 -1.1510 2.6488
N 0.2003 -1.0605 1.9342
C -0.9550 -1.2785 2.6825
C -0.9778 -1.0264 4.0495
H 2.3781 -0.8214 4.5305
H 2.3037 -1.2958 2.0907
H -1.8781 -1.6128 2.1862
H -1.9144 -0.8612 4.5739
```

The HOMO energy (alpha / beta) is -9.32 / -11.70 eV. The expectation value of S² is 2.0174. For the electronic energy, the calculation gives -72735.7210 eV. Its gap between HOMO and LUMO (alpha / beta) is 5.78 / 8.10 eV. The spin multiplicity is 3. The value obtained for the LUMO energy (alpha / beta) is -3.5 / -3.6 eV. For the relative energy (zero: lowest compared OMol25 entry of this formula, charge and spin), the calculation gives 16.3 kcal/mol. The charge is +1.

=====

A structure of composition C31H40FN7O3S4SbTi, computed with ωB97M-V with the def2-TZVPD basis set.

Geometry as XYZ:
```
88
C31H40FN7O3S4SbTi (ωB97M-V with the def2-TZVPD basis set)
Ti 2.1658 1.5217 0.7915
C 5.6925 0.5148 5.3275
S 3.9575 0.0816 5.1274
C 3.5599 0.8527 3.6227
S 1.9418 0.5905 3.0817
N 4.4769 1.5815 3.0431
N 4.0342 2.1360 1.8772
C 4.8809 2.8360 1.2241
C 4.4585 3.4250 -0.0425
C 5.2967 4.2429 -0.7843
C 4.8268 4.7772 -1.9727
C 3.5384 4.4808 -2.3836
C 2.7680 3.6392 -1.5971
N 3.2168 3.1121 -0.4607
H 6.0046 0.0621 6.2670
H 5.8173 1.5929 5.3773
H 6.2834 0.1128 4.5093
H 5.8995 2.9588 1.5800
H 6.2952 4.4527 -0.4267
H 5.4613 5.4171 -2.5714
H 3.1335 4.8766 -3.3040
H 1.7660 3.3590 -1.8907
F -4.4656 0.3328 0.5165
C -3.4307 -0.5553 0.4313
C -2.1493 -0.0791 0.3524
C -1.0757 -1.0076 0.2920
C 0.2565 -0.5694 0.2070
O 0.5040 0.7370 0.2243
C 1.2951 -1.5482 0.0876
C 0.9644 -2.8611 0.1254
N -0.3152 -3.3044 0.2959
C -0.5803 -4.7153 0.3373
C -1.0608 -5.3175 1.6265
C 0.3300 -5.5944 1.1338
C -1.3814 -2.4022 0.3241
C -2.6915 -2.8346 0.3865
C -3.7483 -1.9038 0.4391
N -5.1045 -2.3616 0.5620
C -6.0423 -1.8815 -0.4481
C -7.1819 -2.9113 -0.5362
N -7.1866 -3.6810 0.7564
C -7.0810 -2.7490 1.9279
C -5.6599 -2.1573 1.9010
C 2.7504 -1.2308 -0.0893
O 3.5641 -2.1085 -0.2852
O 3.0511 0.0449 -0.0634
H -1.9440 0.9809 0.3479
H 1.7316 -3.6146 0.0311
H -0.9893 -5.1168 -0.5850
H -1.7976 -6.1074 1.5751
H -1.1591 -4.6406 2.4642
H 0.5547 -6.5705 0.7299
H 1.1435 -5.1209 1.6648
H -2.9282 -3.8881 0.4029
H -5.5323 -1.8181 -1.4061
H -6.4354 -0.8868 -0.2141
H -7.0304 -3.6359 -1.3336
H -8.1629 -2.4534 -0.6469
H -6.3363 -4.2514 0.7532
H -8.0023 -4.2860 0.8223
H -7.2845 -3.3114 2.8360
H -7.8572 -1.9976 1.7975
H -5.0182 -2.6689 2.6170
H -5.7059 -1.0977 2.1752
C 2.3141 0.8140 -5.5221
Sb 2.2738 0.5270 -3.3897
C 2.2374 -1.6135 -3.4994
C 4.3941 0.6821 -3.1218
H 3.0643 0.1616 -5.9687
H 2.5553 1.8488 -5.7654
H 1.3390 0.5781 -5.9476
H 2.7994 -1.9351 -4.3763
H 1.2112 -1.9709 -3.5794
H 2.6958 -2.0388 -2.6078
H 4.9110 0.0445 -3.8387
H 4.6406 0.3635 -2.1096
H 4.7172 1.7143 -3.2672
S 0.9005 3.6742 1.8554
C -0.2948 4.2606 0.8676
N -1.0138 5.3570 1.1281
C -1.8270 5.8821 0.0398
C -2.2176 4.6624 -0.7831
S -0.8188 3.5086 -0.6156
H -0.7372 5.9294 1.9114
H -1.2422 6.5864 -0.5588
H -2.7012 6.3965 0.4347
H -2.3727 4.9065 -1.8305
H -3.1105 4.1811 -0.3867
```

The HOMO energy (alpha / beta) is -6.81 / -9.47 eV. The expectation value of S² is 2.0319. For the electronic energy, the calculation gives -125076.5102 eV. Its gap between HOMO and LUMO (alpha / beta) is 4.16 / 6.83 eV. The spin multiplicity is 3. The value obtained for the LUMO energy (alpha / beta) is -2.6 / -2.6 eV. For the relative energy (zero: lowest compared OMol25 entry of this formula, charge and spin), the calculation gives 10.1 kcal/mol. The charge is +1.

=====

A cluster of 2 separate species, C2H8N4O in total at a distorted geometry, computed with ωB97M-V with the def2-TZVPD basis set.

Geometry as XYZ:
```
15
C2H8N4O (ωB97M-V with the def2-TZVPD basis set)
H 2.2689 -1.3311 -0.7476
N 1.6825 -0.4887 -0.7123
C 1.0951 -0.3490 -1.8454
N 0.4560 0.8478 -2.1846
H 1.0385 -1.1221 -2.6902
H 0.2452 1.4706 -1.4218
H -0.2178 0.7920 -2.9802
N 0.3077 -0.1851 1.9121
C -1.0260 0.2672 1.9684
N -1.7677 0.0274 0.8064
O -1.4869 0.8578 2.9347
H 0.8221 0.0620 2.7600
H 0.8747 -0.1964 1.0757
H -1.4807 -0.8041 0.2628
H -2.8118 0.1516 0.8620
```

The HOMO energy is -9.48 eV. For the electronic energy, the calculation gives -10212.4695 eV. Its gap between HOMO and LUMO is 10.11 eV. The SMILES is [H]/N=C/N.NC(N)=O. The value obtained for the LUMO energy is 0.6 eV. For the relative energy (zero: lowest compared OMol25 entry of this formula, charge and spin), the calculation gives 3.3 kcal/mol. The charge is 0.